# 1
Molecular formula: C27H28Cl2CrN2O4Si
Method: DFT, ωB97M-V with the def2-TZVPD basis set

Geometry as XYZ:
```
65
Properties=species:S:1:pos:R:3
H 1.8920 -0.5538 2.8163
H 4.2049 2.2908 -3.0590
H -1.0254 0.4808 -3.5911
H 2.5490 3.5014 0.2942
C 4.1413 1.4635 -2.3648
H -5.7484 -0.5638 2.8512
H 0.9833 2.1765 4.3591
C 5.2798 0.7838 -2.0064
C -5.1341 -0.5044 1.9607
H 3.7812 2.2648 0.4158
O -2.3645 1.3877 0.6819
H -3.4190 -0.4510 -2.4759
H -0.1621 2.8455 -3.4948
C 1.7281 1.8035 -2.3159
O -0.7602 -0.9800 0.5210
Cl -1.8196 -1.9448 2.9786
C -3.2770 0.5332 0.7574
C -2.9212 -0.0985 -1.5642
C 2.8825 1.1316 -1.8376
N -1.8618 0.6429 -1.6673
H 3.8827 -1.4925 0.0835
N 0.5207 1.6831 -1.8476
H 1.8875 2.4421 -3.1941
C -4.6138 -1.2955 -0.2351
O 1.6907 -0.2069 -0.2685
C -1.3409 -4.3319 -0.7924
C -2.0219 -4.1940 1.5228
H 3.7013 3.5437 1.6183
H 2.5452 2.9565 4.2089
C -3.5780 -0.3583 -0.3413
H 3.2343 0.3069 3.5582
C 1.6079 2.7645 3.6947
H -6.1761 -2.1141 0.9771
Cr -0.1301 0.4241 -0.5130
C 3.1037 2.8833 0.9959
C -0.5345 2.3287 -2.5950
H -0.1588 2.6551 0.9379
Si 1.8799 1.8178 2.0352
H -1.0445 3.0443 -1.9385
C -0.9492 -2.9770 -0.7945
H -2.4402 -4.6553 2.4020
H 6.2452 1.0782 -2.3947
H -3.9384 1.0953 2.7211
C -5.3840 -1.3819 0.8957
C -1.6372 -2.8787 1.5454
C -0.4061 -2.4293 -1.9855
H 1.1127 3.7170 3.5445
C 0.2146 1.6624 1.1927
H -4.7994 -1.9632 -1.0678
H -2.4102 1.6084 -3.4613
H 3.3452 -0.2406 1.8904
C 2.7803 0.0805 -0.8669
C 3.9642 -0.6533 -0.5929
H 6.0567 -0.8800 -0.8944
H -0.3014 -3.1620 -2.8141
O -0.0514 -1.2600 -2.2117
C 2.6753 0.1773 2.6332
C -1.0933 -2.1979 0.4169
H -0.4740 1.2592 1.9341
H -1.2326 -4.9113 -1.6986
C 5.1738 -0.3048 -1.1384
Cl -2.3338 -6.5801 0.2952
C -1.5236 1.2161 -2.9428
C -1.8608 -4.9112 0.3305
C -4.1367 0.4254 1.8955
```

Output
spin multiplicity = 4
expectation value of S² = 3.837
frontier orbital gap (spin up / spin down) = 6.50 / 6.40 eV
charge = -1
energy relative to the best compared isomer or geometry (same formula, charge and spin) = 0.0 kJ/mol


# 2
Molecular formula: C27H28Cl3N2O2PtSTe
Method: DFT, ωB97M-V with the def2-TZVPD basis set

Geometry as XYZ:
```
65
Properties=species:S:1:pos:R:3
C -4.9842 0.4041 -0.5025
C 2.6034 1.1187 0.5306
C -2.0784 -3.3397 -2.3529
H 3.2468 2.3633 3.2451
H -2.0036 -3.9338 -3.2652
C 4.6281 1.9163 1.6572
N 2.5265 0.3197 1.6124
H 2.1343 -3.2259 6.5102
Te -2.3755 -1.4728 0.3707
H -4.1180 1.0039 -0.2230
H 4.2756 1.5083 -2.0966
C -2.0651 0.3082 -4.2053
H 3.8614 -1.5898 5.8316
C 1.6687 -1.1424 3.2862
H 4.4412 3.7700 -0.0380
H -3.8052 -3.1196 -4.3706
C -3.3915 2.4634 -3.1431
H 4.9985 3.0985 -2.3762
C 2.0037 -2.6420 5.6073
H 5.5775 2.2868 1.2641
H -5.7719 1.0660 -0.8672
H 0.1101 -3.5267 5.1181
C -2.3543 1.8688 -2.4400
H -5.5461 -2.2623 -5.7267
C -3.7662 1.9595 -4.3691
H -5.9311 -0.5570 -5.4604
H -3.8934 3.3229 -2.7217
H 5.7491 1.9768 -1.2319
H -6.9794 -1.8069 -4.8002
C -5.3880 -0.6542 -2.7171
Pt -0.2785 -0.0976 -0.3358
H 3.5548 -0.2642 3.7544
Cl -1.1842 -0.9982 -4.9353
Cl -1.8753 2.6509 -0.9610
C 1.4693 -0.3505 2.0251
O -0.7586 0.0317 -2.2966
C 3.9382 2.9175 -0.5013
C -1.6836 0.7118 -2.8977
N 3.6713 1.9541 0.5561
H -6.2026 0.0544 -2.8381
H -1.1547 -2.7718 -2.2272
H 4.7740 0.8813 1.9583
H -2.1581 -4.0090 -1.4944
C -4.0528 -2.4257 -3.5731
H 4.0231 3.7948 2.5522
C -3.5462 -1.4976 -1.4057
S 1.6048 1.1476 -0.8507
O 0.2919 -0.3959 1.5731
H -5.3295 -0.0819 0.4123
C -4.6266 -0.6112 -1.5551
C -5.9368 -1.5485 -5.0006
H 4.9350 2.7352 3.6363
Cl -5.1084 2.6721 -5.2338
H -0.1821 -2.1837 3.0551
C 4.1818 2.7552 2.8460
C 2.8078 -0.9801 4.0683
C 2.9738 -1.7246 5.2257
C -5.1164 -1.5558 -3.7384
C -3.2559 -2.4073 -2.4283
C 4.7945 2.3389 -1.6196
H -3.3465 0.5044 -5.8985
C 0.6974 -2.0614 3.6730
C 0.8675 -2.8096 4.8279
H 2.9885 3.2748 -0.8967
C -3.0838 0.8912 -4.9241
```

Output
frontier orbital gap = 6.34 eV
charge = -1
energy relative to the best compared isomer or geometry (same formula, charge and spin) = 0.0 kJ/mol